1.
The following is a quantum chemistry calculation of a gas-phase ion, C2H9N4O (charge +1), from OMol25.

The total charge is +1. The SMILES is NCN/C(N)=[NH+]\O. The calculation puts the total energy at -375.5422 Eh. As for the HOMO-LUMO gap: 9.1 eV. For the relative energy (zero: lowest compared OMol25 entry of this formula, charge and spin), the calculation gives 97.5 kcal per mole.

Geometry as XYZ:
```
16
Properties=species:S:1:pos:R:3:mulliken_charge:R:1
N -1.54037 -1.49427 0.27669 -0.39
C -0.87671 -0.30688 0.24313 0.17
H 2.87302 -0.48755 -0.74504 0.26
N 0.19296 -0.10166 1.08970 -0.24
H 1.43093 1.28299 0.01048 0.35
H -0.06978 0.42859 1.91422 0.31
N -1.30754 0.63337 -0.56141 0.02
H -1.09550 -2.29733 -0.15324 0.28
N 2.02263 -0.76879 -0.26832 -0.57
H -2.52935 -1.46385 0.05656 0.27
H 2.13811 0.45518 1.40615 0.36
H 1.37722 -1.02271 -1.01043 0.19
C 1.49885 0.32068 0.53223 -0.31
H -2.05483 0.47687 -1.23028 0.27
O -0.84997 1.91416 -0.41225 -0.35
H -1.20968 2.43121 -1.14820 0.40
```



2.
The following is a quantum chemistry calculation of C19H28N4O2 in the gas phase, from OMol25.

The SMILES is Cc1ccc(NC(=O)N2CCCCC2)cc1NC(=O)N1CCCCC1. The calculation puts the total energy at -1110.3842 Eh. As for the HOMO-LUMO gap: 8.9 eV. For the relative energy (zero: lowest compared OMol25 entry of this formula, charge and spin), the calculation gives 0.9 kcal per mole.

Geometry as XYZ:
```
53
Properties=species:S:1:pos:R:3:mulliken_charge:R:1
H -3.66358 -1.87428 -1.30710 0.33
C -3.66300 1.28857 -0.98691 0.35
N -3.91093 0.45821 0.06428 0.17
C -5.13041 -2.15364 0.24289 -0.68
N 3.69589 0.17743 0.09493 0.35
N 2.42719 1.74426 -1.11113 -0.04
H -2.25719 1.85660 -2.28761 0.30
H -3.07684 -2.82000 0.06854 0.35
H -5.82179 1.22777 0.20037 0.53
H 3.10060 2.79113 1.22768 0.36
H 6.41378 -1.84439 -0.11987 0.35
C 2.67461 -0.84695 0.13753 -0.36
C 3.66656 1.25818 -0.74101 0.19
C -5.28848 0.32534 0.50131 -1.01
O -4.53568 1.87875 -1.59407 -0.71
H 2.26349 -2.77475 -0.73548 0.36
C 4.39893 -2.57678 -0.42776 -0.69
H 2.06884 2.87371 2.66285 0.56
N -2.33253 1.43679 -1.36989 -0.03
C -3.09616 -0.69152 0.39645 -0.36
H -5.14780 -2.30939 1.32461 0.30
H -5.28689 0.25105 1.59443 0.33
H 2.78311 1.33921 2.16635 0.16
C 1.12974 1.99260 0.96562 1.31
H 4.67718 -3.36907 -1.12507 0.37
H 2.61012 -1.21780 1.16745 0.32
H 0.12600 1.45888 -2.22926 0.47
H 5.55295 -1.07419 -1.45913 0.31
C -0.13209 2.00191 1.54631 -1.16
C -1.28766 1.81361 0.81504 -0.23
C -1.20864 1.61179 -0.56132 -0.16
H 4.94463 -0.67727 1.50688 0.36
H 1.70716 -0.43010 -0.13584 0.06
H -5.56315 -3.03651 -0.23085 0.36
H -0.21174 2.18932 2.60724 0.43
H -3.07047 -0.78801 1.48806 0.29
C 2.34086 2.26605 1.80265 -1.68
H -6.96645 -1.00467 0.26901 0.36
H 3.06165 -1.63220 -1.82610 0.32
C 0.04552 1.60084 -1.16095 0.21
H 4.34808 -3.01264 0.57348 0.30
C 1.20831 1.76493 -0.41418 -0.66
H -2.07793 -0.54713 0.03986 0.16
C 5.44458 -1.46494 -0.44587 -0.60
O 4.67386 1.79089 -1.17079 -0.72
C 5.00499 -0.32466 0.47135 -1.02
C -3.68851 -1.96324 -0.21880 -0.77
H -2.24974 1.85408 1.29917 0.52
C -5.94656 -0.91225 -0.10602 -0.59
H 2.49143 2.38311 -1.89201 0.26
C 3.03377 -2.00427 -0.79962 -0.78
H 5.71012 0.50499 0.41193 0.53
H -5.98971 -0.78938 -1.18960 0.31
```



3.
The following is a quantum chemistry calculation of a gas-phase ion, C3H7IN3 (charge +1) in a non-equilibrium geometry, from OMol25.

The total charge is +1. The SMILES is C[N@H+]1CN1/C=N/I. The calculation puts the total energy at -580.0551 Eh. As for the HOMO-LUMO gap: 8.9 eV. For the relative energy (zero: lowest compared OMol25 entry of this formula, charge and spin), the calculation gives 96.6 kcal per mole.

Geometry as XYZ:
```
14
Properties=species:S:1:pos:R:3:mulliken_charge:R:1
H -0.97272 0.88547 2.12354 0.32
I 3.97070 -0.12797 -0.15486 0.33
H -1.52069 -0.98671 -1.27358 0.34
C -1.44054 0.12548 1.41247 -0.81
C -0.61743 -0.84817 -0.87000 -0.27
H 0.18009 -1.61616 -0.91739 0.27
H -1.80465 -0.89264 1.81739 0.31
N 1.98420 0.10654 -0.53042 -0.60
N -0.39910 -0.06310 0.35813 0.09
H 0.40498 -0.35804 0.80435 0.30
H 1.48015 1.76451 -1.67259 0.42
H -2.33382 0.55981 1.07466 0.39
C 1.21289 0.82623 -1.18625 0.15
N -0.14407 0.62474 -0.98545 -0.24
```



4.
The following is a quantum chemistry calculation of a molecular structure, C10H25FNO4PTa in a non-equilibrium geometry, from OMol25.

The total charge is -1. The calculation puts the total energy at -1249.9963 Eh. As for the HOMO-LUMO gap: 7.5 eV.

Geometry as XYZ:
```
43
Properties=species:S:1:pos:R:3:mulliken_charge:R:1
H 0.21744 3.46705 2.54324 0.40
C -2.15123 -1.70386 -1.02232 0.17
H -0.94417 2.60690 1.54652 0.26
C 0.18022 1.34105 2.91164 -0.74
H -0.50474 -2.51795 -2.19860 0.05
H -2.43444 -2.66753 -0.57173 0.39
C 3.06083 3.11069 -1.11445 -0.84
H -0.16514 -0.56828 -3.35511 0.27
H -4.03244 -1.36316 -2.09274 0.39
C 0.06542 2.54810 1.96630 -0.69
O 2.51225 5.37985 -0.61731 -0.62
O 1.67610 3.86286 0.75147 -0.36
H 2.50073 2.96745 -2.04561 0.24
H 4.06531 3.45547 -1.36578 0.31
N 2.08785 -2.81831 0.59839 -0.78
H -1.91693 -1.31981 1.70046 -0.22
C -1.23071 -0.81099 -3.29016 -1.09
H 0.38437 -0.76871 3.06663 0.21
H 0.61974 2.30451 -0.13022 0.30
H -1.58325 -1.00731 -4.30927 0.30
H -3.33103 0.11554 -1.44232 0.31
H -1.61791 0.77499 0.21256 -0.36
H -0.74545 1.26102 3.49218 0.33
F 0.60336 -0.25786 -0.85258 -0.62
H 1.53215 -0.07618 1.94210 0.62
P 0.55372 -3.13285 0.76728 0.55
C 1.08833 2.53768 0.83120 -0.32
C -3.47415 -0.94954 -1.23375 -1.46
H 1.87132 1.80144 1.01977 0.29
H 0.39045 -3.21672 2.87961 0.34
H -4.10322 -1.02451 -0.34294 0.36
H 0.85961 -4.42612 -0.84718 0.34
C 0.48147 -0.02353 2.26164 -0.91
C 2.39693 4.20793 -0.32260 0.66
O 0.19460 -3.86515 2.18677 -0.54
H -1.73220 0.08773 -2.92466 0.26
O 0.13337 -4.35948 -0.20999 -0.54
C -1.46845 -2.02204 -2.36623 -0.33
H -2.09394 -2.75827 -2.89586 0.56
H 3.10684 2.14804 -0.61162 0.32
H 0.97672 1.56841 3.63946 0.32
Ta -0.69015 -0.78773 0.46014 0.68
H 2.66043 -3.10080 1.38566 0.18
```



5.
The following is a quantum chemistry calculation of a molecular structure, CH3FOS in a non-equilibrium geometry, from OMol25.

The calculation puts the total energy at -613.0902 Eh. As for the HOMO-LUMO gap: 9.1 eV. For the relative energy (zero: lowest compared OMol25 entry of this formula, charge and spin), the calculation gives 56.6 kcal per mole.

Geometry as XYZ:
```
7
Properties=species:S:1:pos:R:3:mulliken_charge:R:1
S -0.75742 1.92839 -0.36146 -0.06
C 0.97291 -0.09502 0.78559 0.07
H -1.70568 1.27549 -1.22678 0.13
O 0.50287 0.95336 -0.62576 -0.43
H 2.01087 -0.02059 0.43044 0.22
H 0.22012 -0.83886 0.55322 0.26
F 0.68378 0.67136 1.86562 -0.18
```



6.
The following is a quantum chemistry calculation of a molecular structure, C3H4O3 in a non-equilibrium geometry, from OMol25.

The calculation puts the total energy at -342.2852 Eh. As for the HOMO-LUMO gap: 9.3 eV. For the relative energy (zero: lowest compared OMol25 entry of this formula, charge and spin), the calculation gives 107.2 kcal per mole.

Geometry as XYZ:
```
10
Properties=species:S:1:pos:R:3:mulliken_charge:R:1
C 0.58157 -0.46768 0.65645 0.19
C 0.24294 0.04981 -0.71089 -0.12
O 1.73352 -0.34050 1.00002 -0.55
H -0.12968 -1.23905 1.04272 0.36
O -0.61093 0.89120 1.34059 -0.34
H 0.06261 -1.79165 -1.30679 0.36
H -1.94981 1.85892 0.41543 0.33
C -1.13532 1.09174 0.26349 -0.08
H 0.87126 0.87546 -1.04002 0.29
O 0.33384 -0.92826 -1.66098 -0.44
```



> Number 4 is which compound?

C10H25FNO4PTa



Please write out number 1 again, unchanged.
The following is a quantum chemistry calculation of a gas-phase ion, C2H9N4O (charge +1), from OMol25.

The total charge is +1. The SMILES is NCN/C(N)=[NH+]\O. The calculation puts the total energy at -375.5422 Eh. As for the HOMO-LUMO gap: 9.1 eV. For the relative energy (zero: lowest compared OMol25 entry of this formula, charge and spin), the calculation gives 97.5 kcal per mole.

Geometry as XYZ:
```
16
Properties=species:S:1:pos:R:3:mulliken_charge:R:1
N -1.54037 -1.49427 0.27669 -0.39
C -0.87671 -0.30688 0.24313 0.17
H 2.87302 -0.48755 -0.74504 0.26
N 0.19296 -0.10166 1.08970 -0.24
H 1.43093 1.28299 0.01048 0.35
H -0.06978 0.42859 1.91422 0.31
N -1.30754 0.63337 -0.56141 0.02
H -1.09550 -2.29733 -0.15324 0.28
N 2.02263 -0.76879 -0.26832 -0.57
H -2.52935 -1.46385 0.05656 0.27
H 2.13811 0.45518 1.40615 0.36
H 1.37722 -1.02271 -1.01043 0.19
C 1.49885 0.32068 0.53223 -0.31
H -2.05483 0.47687 -1.23028 0.27
O -0.84997 1.91416 -0.41225 -0.35
H -1.20968 2.43121 -1.14820 0.40
```